{
  "formula": "C11H12N2O",
  "method": "ωB97M-V/def2-TZVPD",
  "species": ["C", "C", "C", "C", "C", "C", "C", "C", "C", "C", "C", "H", "H", "H", "H", "H", "H", "H", "H", "H", "H", "H", "H", "N", "N", "O"],
  "xyz": [[1.54126, -0.51197, 0.78027], [1.06570, 0.78358, 1.59128], [-0.95736, 2.10940, 0.58333], [-0.93907, 2.85571, -0.58064], [0.34288, 2.66159, -1.25346], [0.21631, -1.18512, 0.30835], [-0.61943, -1.86469, 1.12239], [-1.63434, -2.59411, 0.60424], [-1.90794, -2.72382, -0.68010], [-1.23097, -1.82685, -1.58341], [-0.14897, -1.18582, -1.10956], [2.39087, 0.60310, -0.47344], [1.89194, -1.09534, 1.65079], [0.47099, 0.34903, 2.37892], [1.92661, 1.40107, 1.82832], [-1.58361, 1.85634, 1.38594], [-1.90544, 3.19422, -1.17572], [0.48286, 3.17645, -2.28565], [-0.61143, -1.95183, 2.25443], [-2.10662, -3.21550, 1.27136], [-2.76775, -3.21625, -0.98621], [-1.49658, -1.82120, -2.68629], [0.57318, -0.58443, -1.75885], [0.32985, 1.66401, 0.64424], [1.00733, 1.87477, -0.44897], [2.37578, -0.32183, -0.18334]],
  "forces_ev_per_angstrom": [[-4.78, 0.23, 4.01], [0.21, -0.26, -2.51], [2.58, 0.80, -1.28], [-2.95, 0.29, -2.85], [-3.92, 1.39, 0.23], [0.70, 0.22, -2.19], [0.58, 0.39, 2.87], [-0.07, -0.96, 0.76], [0.47, 2.94, -3.05], [-1.26, -2.16, -1.11], [3.20, 2.23, 1.20], [-0.39, 0.09, -0.03], [0.55, -0.41, -0.63], [-0.28, 0.76, 0.44], [0.14, -0.34, 0.89], [-1.06, 0.09, 0.56], [2.26, -0.29, 1.70], [0.73, -1.61, 2.13], [0.86, 0.51, -1.37], [-1.52, -1.26, 1.53], [-1.22, -1.26, -0.69], [0.37, 0.10, 1.55], [-1.32, -0.95, 0.75], [-0.64, -1.73, 1.17], [3.05, 1.11, -1.30], [3.73, 0.06, -2.78]],
  "e_above_lowest_kcal_mol": 84.5,
  "smiles": "O[C@@H](Cn1cccn1)c1ccccc1",
  "homo_ev": -8.9
}



{
  "formula": "C11H12N2O2",
  "method": "ωB97M-V/def2-TZVPD",
  "species": ["C", "C", "C", "C", "C", "C", "C", "C", "C", "C", "C", "H", "H", "H", "H", "H", "H", "H", "H", "H", "H", "H", "H", "N", "N", "O", "O"],
  "xyz": [[-0.41450, 1.67635, 0.64403], [-0.26723, 3.20817, 1.10451], [-0.60962, 1.41887, -0.82864], [-0.65901, -0.17905, -0.97584], [-1.71957, -0.97495, -1.19245], [0.47195, -1.08075, -0.79253], [0.03109, -2.42842, -0.63143], [1.83697, -0.83093, -0.66957], [0.89121, -3.51412, -0.49615], [2.64810, -1.91828, -0.51120], [2.23130, -3.27280, -0.42655], [-2.40504, 1.77981, 1.12335], [-1.58390, 0.43232, 1.49489], [0.50591, 1.25612, 1.16853], [0.19582, 2.08496, -1.25490], [-1.59644, 1.69962, -1.20108], [-2.77069, -0.54045, -1.23823], [-2.15505, -3.02939, -0.87038], [2.34559, 0.09905, -0.90955], [0.53630, -4.55067, -0.25348], [3.76078, -1.92965, -0.56623], [2.95597, -4.05644, -0.22878], [-0.53939, 2.51670, 2.84394], [-1.54504, 1.42655, 1.53955], [-1.40300, -2.34509, -0.96660], [-0.75931, 4.14622, 0.64582], [0.10209, 3.10918, 2.42120]],
  "forces_ev_per_angstrom": [[1.06, 2.95, 1.55], [-0.24, -4.84, 1.90], [0.43, -1.98, 0.15], [2.24, 1.38, -0.82], [-1.67, -0.26, 1.34], [-0.26, -0.10, 1.11], [-2.80, 1.55, -1.84], [0.73, -0.26, -0.71], [-1.11, -1.85, 1.03], [2.50, -2.05, -0.27], [-0.28, 1.52, 0.38], [0.12, -0.02, -0.01], [-0.80, -1.07, 0.50], [-1.17, -0.20, -1.37], [-0.73, -1.45, -0.63], [0.14, 0.69, 0.24], [1.33, -1.31, -0.23], [0.91, 0.23, 0.02], [-0.53, 0.23, 0.34], [0.03, 1.10, -0.70], [-0.85, 1.10, 0.22], [-0.16, 0.11, -0.19], [0.14, -0.23, -0.27], [-0.25, -1.05, -0.43], [0.85, 1.02, 0.20], [-0.56, 3.20, -2.10], [0.94, 1.58, 0.58]],
  "e_above_lowest_kcal_mol": 62.6,
  "smiles": "N[C@@H](Cc1c[nH]c2ccccc12)C(=O)O",
  "homo_ev": -8.4
}



{
  "formula": "C11H12N2O4SeTi",
  "method": "ωB97M-V/def2-TZVPD",
  "species": ["Ti", "C", "O", "C", "O", "C", "O", "C", "O", "C", "H", "H", "C", "H", "H", "C", "N", "C", "C", "N", "C", "C", "Se", "H", "H", "H", "H", "H", "H", "H", "H"],
  "xyz": [[-0.00482, 0.61361, -1.39464], [-0.01956, 1.80319, 0.22664], [-0.01679, 2.51697, 1.15428], [-0.00577, 2.58155, -2.44877], [-0.01597, 3.62153, -2.95011], [-2.14707, 0.74278, -1.53915], [-3.29988, 0.85486, -1.53610], [2.13112, 0.73815, -1.51150], [3.28687, 0.85075, -1.49719], [-0.00573, -1.04858, -3.33461], [0.92128, -1.63089, -3.29537], [-0.93081, -1.63358, -3.29105], [-0.00780, 0.25857, -3.83668], [-0.93024, 0.71571, -4.21762], [0.91367, 0.71673, -4.21912], [2.44236, -1.11246, 1.74214], [1.08987, -0.83769, 2.19367], [0.71019, -0.34686, 3.43630], [-0.63689, -0.20929, 3.41396], [-1.07221, -0.60666, 2.15797], [-2.44987, -0.58838, 1.69961], [-0.00750, -1.02208, 1.41426], [-0.00284, -1.68146, -0.36615], [3.12300, -0.93112, 2.57959], [2.71474, -0.46238, 0.89978], [2.52628, -2.15518, 1.41196], [1.43212, -0.13524, 4.20111], [-1.32605, 0.14755, 4.15784], [-3.07513, -1.15919, 2.39898], [-2.82084, 0.44304, 1.64456], [-2.51575, -1.04396, 0.70539]],
  "forces_ev_per_angstrom": [[-0.07, -1.38, -1.27], [0.05, 3.55, 5.33], [-0.03, -2.87, -3.78], [-0.04, 4.61, -1.96], [0.04, -4.10, 1.89], [-5.85, 0.68, -0.02], [4.73, -0.55, -0.06], [6.15, 0.72, 0.02], [-4.99, -0.58, -0.12], [0.00, 1.70, -1.62], [-0.22, 0.37, 0.25], [0.22, 0.38, 0.25], [0.02, -2.29, -0.26], [0.23, -0.20, 0.37], [-0.23, -0.21, 0.37], [0.60, -0.21, 0.04], [-0.96, -0.13, -0.38], [-0.10, -0.15, -0.68], [0.04, -0.05, -0.54], [0.94, -0.46, -0.41], [-0.67, -0.06, 0.05], [-0.05, 0.76, 1.49], [0.00, 0.44, 0.34], [-0.11, -0.09, -0.27], [-0.11, -0.12, 0.37], [0.00, 0.26, 0.18], [0.06, -0.01, 0.12], [0.00, -0.01, 0.07], [0.16, 0.18, -0.26], [0.12, -0.22, 0.10], [0.07, 0.02, 0.38]],
  "multiplicity": 3,
  "s2": 2.02,
  "homo_ev": [-15.8, -15.9],
  "charge": 2
}



{
  "formula": "C11H12N2OS",
  "method": "ωB97M-V/def2-TZVPD",
  "species": ["C", "C", "C", "C", "C", "C", "C", "C", "C", "C", "C", "N", "N", "O", "S", "H", "H", "H", "H", "H", "H", "H", "H", "H", "H", "H", "H"],
  "xyz": [[3.81020, 0.84980, -0.37783], [3.03149, -0.26391, -0.74581], [3.09752, 1.97872, 0.18448], [1.64618, -0.35285, -0.52998], [1.68989, 1.96090, 0.29653], [0.95180, 0.81921, -0.11024], [-2.25572, -0.93032, -0.49090], [-1.09916, -0.64051, 0.42898], [-0.44881, 0.70144, 0.13893], [-2.38236, -2.17482, -1.22452], [-1.55941, -0.82332, 1.95193], [-3.08804, 0.02389, -0.67884], [-1.25501, 1.73132, 0.13109], [-1.03308, 3.01941, 0.01554], [-2.95324, 1.48125, -0.00413], [4.87015, 0.78675, -0.81378], [3.57066, -1.12762, -1.18496], [3.65046, 2.89203, 0.51943], [1.15216, -1.15310, -0.84668], [1.19137, 2.75490, 0.59509], [-0.30461, -1.36524, 0.26737], [-3.31371, -2.68457, -0.90290], [-1.44458, -2.70146, -1.13691], [-2.48891, -2.15160, -2.37967], [-2.30993, -0.10130, 2.23843], [-0.79058, -0.70253, 2.62740], [-1.93473, -1.82649, 2.03196]],
  "forces_ev_per_angstrom": [[-0.92, 0.44, -0.94], [0.27, -0.45, 0.32], [0.85, -0.56, -0.47], [2.77, 4.96, 0.69], [3.13, -4.26, -2.11], [2.18, -0.83, 0.84], [0.16, 2.75, -0.15], [0.64, -0.40, 1.24], [-1.86, 0.35, 0.08], [-0.65, -1.41, -2.44], [-1.05, 0.25, -2.60], [-0.73, -1.30, -0.31], [0.04, 1.40, -0.29], [0.55, -1.65, 0.31], [-0.38, 0.70, 0.29], [-1.49, 0.72, 1.48], [-0.54, 0.58, 0.25], [-0.55, -0.94, -0.45], [-1.90, -3.32, -1.15], [-2.17, 3.67, 1.56], [-0.29, -0.16, 0.16], [0.86, -0.27, 0.06], [-0.13, -0.93, 0.56], [-0.04, 0.83, 1.83], [-0.44, 0.06, -0.15], [2.06, 0.22, 1.20], [-0.36, -0.44, 0.20]],
  "e_above_lowest_kcal_mol": 99.3,
  "smiles": "CC1=NS[N+]([O-])=C(c2ccccc2)[C@H]1C",
  "homo_ev": -8.1
}



{
  "formula": "C11H12N3P",
  "method": "ωB97M-V/def2-TZVPD",
  "species": ["C", "C", "C", "C", "C", "C", "C", "C", "C", "C", "C", "N", "N", "N", "P", "H", "H", "H", "H", "H", "H", "H", "H", "H", "H", "H", "H"],
  "xyz": [[0.35815, 2.93738, -0.81751], [-3.02570, -0.34422, -1.44768], [-1.82773, 0.32143, -1.13093], [-3.39020, -1.40353, -0.63803], [0.13036, 2.15377, 0.28427], [-1.19696, 0.05818, 0.04539], [0.02541, 0.67657, 0.46400], [1.15243, -1.26904, -0.58339], [1.41122, -0.86598, 1.84798], [2.53466, 0.73682, 0.28605], [1.32366, -0.17660, 0.44594], [0.49059, 3.52719, -1.79124], [-2.79286, -1.53538, 0.53492], [-1.76679, -0.83495, 0.89868], [-0.25732, 1.98745, 1.87280], [-3.67688, -0.10130, -2.37999], [-1.46255, 1.17003, -1.83132], [-4.09818, -2.25380, -0.98915], [2.05496, -1.84458, -0.58781], [0.23395, -1.91314, -0.20370], [0.85473, -0.89170, -1.49773], [1.56720, -0.05936, 2.72167], [2.20865, -1.57742, 1.85214], [0.42382, -1.45968, 1.86874], [2.80223, 1.29846, 1.17514], [2.54675, 1.51298, -0.48883], [3.37637, 0.15042, 0.08958]],
  "forces_ev_per_angstrom": [[0.02, 0.53, -0.49], [-0.48, 0.35, -1.97], [-1.16, 2.11, -2.64], [-0.49, -0.79, -1.03], [-0.48, -0.97, 1.18], [-1.92, -1.79, 0.35], [1.47, 1.66, 1.28], [-1.67, -1.41, 2.78], [-1.72, 1.12, 0.27], [-0.24, 0.89, -0.26], [-0.57, 1.03, 1.78], [0.19, 0.50, -0.69], [-0.27, -1.43, 0.61], [0.55, 0.72, 0.02], [0.37, -0.40, -0.74], [1.56, -0.37, 1.66], [-0.55, -1.60, 1.27], [0.93, 1.89, 1.03], [0.36, -0.60, -0.45], [2.09, 0.86, -0.89], [-0.18, 0.67, -2.20], [-0.59, -1.97, -1.86], [0.74, -0.39, 0.20], [1.47, 1.01, 0.91], [-0.35, -0.07, 0.47], [-0.55, -0.39, -0.24], [1.47, -1.16, -0.36]],
  "e_above_lowest_kcal_mol": 14.5,
  "smiles": "CC(C)(C)[C@@]1(c2cccnn2)P=C1C#N",
  "homo_ev": -9.1
}



{
  "formula": "C11H12N4",
  "method": "ωB97M-V/def2-TZVPD",
  "species": ["C", "C", "C", "C", "C", "C", "C", "C", "C", "C", "C", "N", "N", "N", "N", "H", "H", "H", "H", "H", "H", "H", "H", "H", "H", "H", "H"],
  "xyz": [[3.66968, -0.99035, 0.08890], [3.67944, 0.41987, 0.21294], [2.47283, -1.61352, -0.09251], [2.51003, 1.21829, 0.04223], [1.26727, -0.91949, -0.08823], [1.29007, 0.49185, -0.05980], [-0.08420, -1.30598, -0.14297], [-0.81034, -0.16690, -0.18830], [-3.26122, 0.24713, 0.61878], [-2.56441, -0.78881, -0.29289], [-0.41152, 2.33351, -0.37988], [-3.61135, 1.27417, -0.03819], [0.04246, 0.95497, -0.15077], [-0.85785, -2.49518, -0.09139], [-2.19281, -2.11162, 0.06739], [4.57874, -1.49584, 0.25356], [4.51018, 1.08504, 0.38883], [2.51433, -2.66922, -0.07882], [2.37645, 2.28051, 0.05971], [-3.30947, 0.20065, 1.75458], [-2.98180, -0.82475, -1.24904], [-1.37324, 2.37229, -0.05000], [0.15500, 2.99710, 0.19015], [-0.47064, 2.59650, -1.37096], [-3.84316, 2.05207, 0.59706], [-0.71585, -2.84679, -1.03447], [-2.57862, -2.29548, 1.03411]],
  "forces_ev_per_angstrom": [[-0.39, 2.48, 0.39], [-1.71, 2.31, -0.67], [0.15, -0.34, 0.64], [-0.63, -2.89, 0.32], [1.03, -0.36, -0.08], [2.23, 0.06, -0.34], [-1.13, 1.36, 0.69], [-2.09, -0.55, -0.74], [0.33, -0.46, -0.24], [4.18, 1.98, 2.03], [1.37, -2.39, 1.03], [-0.13, 0.55, 0.84], [-2.96, 0.41, -0.44], [1.36, -0.12, -0.53], [-2.89, -0.97, 2.48], [0.81, -0.77, -0.08], [0.85, -0.73, 0.03], [-0.39, -1.09, -0.21], [0.87, 0.50, 0.12], [0.31, -0.39, -1.34], [-0.37, 0.99, -1.70], [-2.72, 0.18, 1.13], [1.11, 1.16, 0.77], [0.45, 0.52, -2.54], [-0.34, -0.46, -0.29], [-0.66, -0.82, 0.08], [1.37, -0.15, -1.35]],
  "e_above_lowest_kcal_mol": 19.9,
  "smiles": "[H]/N=C/[C@@H]1NNc2c1n(C)c1ccccc21",
  "homo_ev": -7.5
}



The records above yield energy values of -611.008604, -686.304200, -4087.131122, -1009.155176, -931.822182, -645.238218 hartree, respectively.
The records above yield largest force on an atom values of 6.24, 5.21, 6.41, 5.72, 3.57, 5.05 eV Å⁻¹, respectively.